Arrangement i

A 3-piece molecular cluster, C6H15N3 overall, computed with wB97M-V/def2-TZVPD.

Summary:
HOMO-LUMO gap ... 8.16 eV
HOMO energy ... -7.200 eV

Last column: natural (NBO) charge in e.
Positions of all 24 atoms, in Å:
C (-1.90, 0.80, 0.53)  -0.036
C (-3.02, 0.34, -0.39)  -0.616
C (-1.00, 1.84, -0.14)  -0.624
N (-1.06, -0.36, 0.92)  -0.824
H (-2.33, 1.24, 1.44)  0.186
H (-0.34, -0.80, 0.06)  0.444
H (-1.60, -1.07, 1.41)  0.391
H (-3.66, -0.40, 0.11)  0.207
H (-2.61, -0.11, -1.29)  0.214
H (-3.65, 1.18, -0.68)  0.218
H (-1.59, 2.72, -0.41)  0.214
H (-0.20, 2.15, 0.53)  0.232
H (-0.54, 1.43, -1.04)  0.217
C (3.46, -0.61, 0.43)  -0.708
C (2.10, -0.32, 0.92)  0.412
C (1.33, -1.49, -1.68)  -0.071
N (0.92, -1.22, -0.53)  -0.688
N (1.45, 0.13, 1.80)  -0.583
H (-0.21, -0.07, 1.53)  0.459
H (3.58, -1.68, 0.24)  0.239
H (3.66, -0.08, -0.50)  0.234
H (4.19, -0.30, 1.19)  0.240
H (2.39, -1.64, -1.92)  0.119
H (0.65, -1.66, -2.53)  0.125



Arrangement ii

C6H15N3 as an isolated structure, computed with wB97M-V/def2-TZVPD.

Summary:
HOMO-LUMO gap (spin up / spin down) ... 8.84 / 8.84 eV
HOMO energy (spin up / spin down) ... -8.825 / -8.821 eV

Last column: natural (NBO) charge in e.
Positions of all 24 atoms, in Å:
C (0.47, -0.44, 1.17)  -0.276
C (0.86, -1.30, -1.06)  -0.468
C (1.96, -0.37, 1.51)  -0.634
N (0.04, -1.20, 0.01)  -0.176
N (0.83, -3.25, 0.47)  -1.015
H (-0.05, -3.58, 0.07)  0.344
H (1.06, -3.95, 1.18)  0.343
H (0.08, 0.57, 0.96)  0.250
H (-0.09, -0.82, 2.02)  0.202
H (0.33, -1.40, -2.01)  0.212
H (1.28, -2.52, -0.68)  0.380
H (1.75, -0.67, -1.13)  0.194
H (2.36, -1.37, 1.64)  0.224
H (2.09, 0.18, 2.44)  0.216
H (2.54, 0.14, 0.74)  0.201
C (-2.18, 1.98, -1.02)  -0.070
C (-0.62, 3.56, -0.41)  -0.042
C (-2.57, 0.71, -1.07)  -0.364
N (-0.96, 2.34, -0.43)  -0.430
H (-2.80, 2.79, -1.42)  0.165
H (0.33, 3.84, 0.03)  0.174
H (-1.24, 4.37, -0.81)  0.143
H (-1.96, -0.08, -0.66)  0.228
H (-3.52, 0.46, -1.53)  0.200



Arrangement iii

C6H15N3 as an isolated structure, computed with wB97M-V/def2-TZVPD.

Summary:
HOMO-LUMO gap ... 8.23 eV
HOMO energy ... -7.241 eV

Last column: natural (NBO) charge in e.
Positions of all 24 atoms, in Å:
C (-2.40, -1.99, -1.26)  -0.517
C (-2.84, -1.65, 0.17)  -0.594
C (-0.98, -2.28, -1.33)  0.317
N (0.16, -2.46, -1.34)  -0.370
H (-2.93, -2.87, -1.63)  0.242
H (-2.61, -1.15, -1.92)  0.252
H (-2.29, -0.78, 0.53)  0.242
H (-3.91, -1.47, 0.19)  0.213
H (-2.64, -2.49, 0.84)  0.211
C (2.83, 0.58, 0.09)  -0.433
C (1.79, 1.99, 1.81)  -0.415
C (-0.53, 1.15, -0.78)  -0.476
N (1.66, 1.36, 0.49)  -0.464
N (-0.02, 0.54, 0.32)  -0.503
H (0.43, -0.36, 0.15)  0.343
H (3.75, 1.17, 0.14)  0.191
H (2.93, -0.28, 0.75)  0.203
H (2.68, 0.23, -0.93)  0.217
H (2.70, 2.59, 1.88)  0.182
H (1.81, 1.21, 2.56)  0.204
H (0.92, 2.63, 1.96)  0.218
H (-1.53, 1.58, -0.65)  0.176
H (-0.32, 0.74, -1.78)  0.151
H (1.33, 2.03, -0.29)  0.408



Least stable: arrangement ii



Arrangement i

An isolated molecule of C5H12OS, computed with wB97M-V/def2-TZVPD.

Summary:
HOMO-LUMO gap ... 9.51 eV
Structure (SMILES) ... COCCCSC
HOMO energy ... -8.557 eV

Last column: natural (NBO) charge in e.
Positions of all 19 atoms, in Å:
C (1.13, -0.35, 3.09)  -0.251
O (0.26, 0.27, 2.12)  -0.553
C (0.60, -0.15, 0.77)  -0.068
C (0.01, 0.87, -0.18)  -0.434
C (0.40, 0.64, -1.61)  -0.530
S (-0.12, -0.95, -2.29)  0.188
C (-1.92, -0.64, -2.29)  -0.747
H (0.84, 0.11, 4.06)  0.197
H (0.90, -1.43, 3.09)  0.168
H (2.18, -0.20, 2.83)  0.169
H (1.70, -0.25, 0.63)  0.161
H (0.18, -1.15, 0.66)  0.181
H (-1.06, 0.84, -0.14)  0.207
H (0.38, 1.88, 0.10)  0.217
H (-0.05, 1.47, -2.24)  0.216
H (1.48, 0.74, -1.76)  0.225
H (-2.32, -0.41, -1.27)  0.211
H (-2.14, 0.23, -2.93)  0.213
H (-2.44, -1.52, -2.66)  0.233



Arrangement ii

An isolated molecule of C5H12OS, computed with wB97M-V/def2-TZVPD.

Summary:
HOMO-LUMO gap ... 9.15 eV
Structure (SMILES) ... CSCCCCO
HOMO energy ... -8.274 eV

Last column: natural (NBO) charge in e.
Positions of all 19 atoms, in Å:
C (0.37, -1.79, 2.53)  -0.753
S (0.12, -0.25, 1.64)  0.189
C (0.58, -0.76, 0.00)  -0.552
C (1.07, 0.28, -0.94)  -0.426
C (0.14, 1.55, -0.90)  -0.434
C (-1.27, 1.14, -1.42)  -0.079
O (-1.12, 0.26, -2.52)  -0.732
H (-0.52, -2.11, 3.03)  0.221
H (1.15, -1.87, 3.30)  0.219
H (0.78, -2.45, 1.76)  0.223
H (-0.34, -1.23, -0.36)  0.211
H (1.33, -1.61, 0.01)  0.216
H (1.09, 0.02, -2.02)  0.238
H (2.15, 0.41, -0.76)  0.210
H (0.17, 2.09, 0.06)  0.222
H (0.71, 2.33, -1.55)  0.199
H (-1.78, 2.03, -1.81)  0.173
H (-1.77, 0.70, -0.57)  0.182
H (-1.41, 0.72, -3.31)  0.475



Least stable: arrangement ii



Arrangement i

A 2-piece molecular cluster, C5H12OS overall, computed with wB97M-V/def2-TZVPD.

Summary:
HOMO-LUMO gap ... 9.90 eV
HOMO energy ... -9.131 eV

Last column: natural (NBO) charge in e.
Positions of all 19 atoms, in Å:
C (2.05, 1.26, 0.70)  -0.815
C (-2.49, -1.18, 0.32)  -0.660
C (-4.41, 0.19, -0.47)  -0.405
C (4.02, -0.05, -0.64)  -0.815
C (-3.11, 0.01, -0.34)  -0.166
O (2.01, -1.38, 0.47)  -0.983
S (2.20, -0.22, -0.39)  1.248
H (2.69, 1.14, 1.57)  0.228
H (2.33, 2.14, 0.13)  0.221
H (-2.60, -1.11, 1.41)  0.221
H (-2.98, -2.10, 0.00)  0.218
H (-1.43, -1.26, 0.10)  0.222
H (-5.12, -0.53, -0.10)  0.186
H (1.01, 1.33, 1.02)  0.235
H (-4.82, 1.06, -0.95)  0.195
H (4.36, -0.94, -1.16)  0.237
H (4.20, 0.83, -1.26)  0.221
H (4.53, 0.04, 0.31)  0.226
H (-2.43, 0.75, -0.73)  0.188



Arrangement ii

An isolated molecule of C5H12OS, computed with wB97M-V/def2-TZVPD.

Summary:
HOMO-LUMO gap ... 9.83 eV
Structure (SMILES) ... CC(C)(C)[C@@H](O)S
HOMO energy ... -9.258 eV

Last column: natural (NBO) charge in e.
Positions of all 19 atoms, in Å:
C (0.34, 1.50, -0.61)  -0.610
C (0.08, 0.13, 0.08)  -0.068
C (0.08, 0.18, 1.59)  -0.602
C (1.37, -0.81, -0.20)  -0.597
C (-1.12, -0.60, -0.47)  0.084
O (-1.03, -1.91, -0.08)  -0.729
S (-2.59, 0.52, 0.18)  -0.168
H (-0.36, 1.68, -1.35)  0.211
H (1.37, 1.47, -0.96)  0.211
H (0.24, 2.40, 0.01)  0.216
H (0.36, -0.72, 2.02)  0.214
H (-0.85, 0.56, 1.82)  0.203
H (0.84, 0.89, 1.92)  0.208
H (1.06, -1.75, 0.08)  0.221
H (1.58, -0.82, -1.24)  0.192
H (2.24, -0.49, 0.25)  0.202
H (-1.21, -0.33, -1.55)  0.180
H (-1.77, -2.54, -0.23)  0.502
H (-3.33, 0.27, -0.97)  0.131



Least stable: arrangement i



Arrangement i

An isolated ion of composition C3H4NO3 and charge -1, computed with wB97M-V/def2-TZVPD.

Summary:
HOMO-LUMO gap ... 8.65 eV
Structure (SMILES) ... C[C@@]1(C(=O)[O-])NO1
Charge ... -1
HOMO energy ... -4.408 eV

Last column: natural (NBO) charge in e.
Positions of all 11 atoms, in Å:
C (0.52, 0.22, -0.49)  -0.638
C (-0.80, -0.31, 0.05)  0.224
C (-1.23, -1.71, -0.40)  0.711
O (-0.71, -2.11, -1.44)  -0.748
O (-2.05, -2.29, 0.35)  -0.782
N (-1.39, 0.07, 1.33)  -0.367
O (-1.89, 0.68, 0.08)  -0.425
H (0.90, 1.25, -0.04)  0.202
H (0.56, 0.25, -1.62)  0.240
H (1.27, -0.59, -0.17)  0.215
H (-2.09, -0.59, 1.60)  0.368



Arrangement ii

An isolated ion of composition C3H4NO3 and charge -1, computed with wB97M-V/def2-TZVPD.

Summary:
HOMO-LUMO gap ... 8.94 eV
Structure (SMILES) ... CC(=O)NC(=O)[O-]
Charge ... -1
HOMO energy ... -4.776 eV

Last column: natural (NBO) charge in e.
Positions of all 11 atoms, in Å:
C (1.84, -0.43, -0.28)  -0.728
C (0.57, -1.06, 0.23)  0.672
O (0.54, -2.28, 0.40)  -0.689
N (-0.61, -0.38, 0.13)  -0.694
C (-0.83, 1.12, -0.05)  0.882
O (-0.14, 1.63, -0.94)  -0.762
O (-1.71, 1.53, 0.71)  -0.764
H (2.18, -1.08, -1.09)  0.220
H (2.66, -0.46, 0.44)  0.208
H (1.68, 0.58, -0.64)  0.265
H (-1.30, -0.80, 0.72)  0.388



Least stable: arrangement i